Entry 1:
ORCA calculation (ωB97M-V/def2-TZVPD) on a cluster of 9 separate species, C34H77BN11O20S2 in total in a non-equilibrium geometry.

Cartesian coordinates (Å):
C (-2.3890, -4.2706, -2.5944)
C (-1.9590, -2.8059, -2.0744)
C (-2.0089, -1.6978, -3.2207)
C (-0.5529, -1.2607, -3.7567)
C (-0.4408, 0.3164, -3.6047)
C (0.8124, 0.9622, -4.3482)
C (2.2207, 0.4906, -3.7184)
C (2.8873, 1.7805, -3.0325)
C (2.3161, 1.8118, -1.5234)
C (3.2843, 1.0239, -0.5618)
N (3.1009, 1.2262, 0.9154)
C (4.2574, 0.6350, 1.7156)
C (5.0742, -0.5467, 1.0281)
C (6.4865, -0.0868, 0.3722)
S (7.7376, 0.4510, 1.6492)
C (3.0834, 2.7025, 1.3194)
C (4.1783, 3.6140, 0.6150)
N (3.7292, 4.6391, -0.3293)
C (1.5999, 3.3125, 1.3615)
C (0.9597, 2.6954, 2.7083)
B (-0.5198, 3.2934, 2.8634)
O (-1.6299, 2.7363, 3.5672)
O (-0.7615, 4.5896, 2.2577)
C (-1.7173, 4.4860, 1.1711)
C (-1.1144, 5.3632, -0.0439)
C (1.1580, 1.1142, 2.6677)
N (0.0455, 0.2983, 3.2061)
C (-0.8190, -0.0616, 2.3684)
S (-1.9610, -0.2644, 1.1857)
C (1.8060, 0.5391, 1.3005)
O (2.0147, -0.8768, 1.4844)
C (1.3741, -1.6512, 0.4573)
C (2.1330, -3.0514, 0.2207)
O (3.1378, -2.9747, -0.7963)
C (2.6820, -3.4940, -2.0580)
C (3.8529, -3.1526, -3.1132)
H (-2.8799, -4.7757, -1.7021)
H (-1.5116, -4.9077, -2.8940)
H (-3.1639, -4.1857, -3.4237)
H (-2.7387, -2.4982, -1.2970)
H (-0.9482, -2.8328, -1.5591)
H (-2.5093, -0.7661, -2.7848)
H (-2.6334, -1.9898, -4.1197)
H (0.2101, -1.7974, -3.1180)
H (-0.4476, -1.6286, -4.8185)
H (-0.4786, 0.5571, -2.4939)
H (-1.3885, 0.7560, -4.0634)
H (0.8286, 0.7281, -5.4612)
H (0.6935, 2.0943, -4.2541)
H (2.0730, -0.2797, -2.8926)
H (2.9224, 0.0741, -4.5147)
H (4.0148, 1.6897, -3.0087)
H (2.6320, 2.7517, -3.5468)
H (1.3211, 1.2563, -1.5737)
H (2.0869, 2.8799, -1.2754)
H (3.1432, -0.0751, -0.8422)
H (4.3449, 1.2494, -0.9129)
H (3.9211, 0.2474, 2.7336)
H (5.0530, 1.4131, 1.9752)
H (5.4153, -1.2216, 1.8883)
H (4.4835, -1.2340, 0.3577)
H (6.3665, 0.6437, -0.4766)
H (6.9165, -1.0388, -0.0881)
H (7.2071, 0.3289, 2.9247)
H (3.3707, 2.6703, 2.4260)
H (5.0202, 3.0374, 0.1024)
H (4.7207, 4.1788, 1.4501)
H (3.6554, 4.3388, -1.2969)
H (2.9640, 5.2263, -0.0125)
H (1.6885, 4.4243, 1.5082)
H (0.9350, 2.9898, 0.5144)
H (1.5858, 3.1471, 3.5566)
H (-1.4381, 2.6071, 4.5123)
H (-2.6484, 5.0592, 1.5016)
H (-1.9566, 3.4303, 0.8483)
H (-1.8723, 6.1028, -0.4564)
H (-0.7189, 4.6876, -0.8753)
H (-0.2281, 5.9905, 0.3064)
H (1.9982, 0.9255, 3.4279)
H (1.0053, 0.6346, 0.5139)
H (0.2974, -1.9503, 0.7031)
H (1.3268, -1.1614, -0.5639)
H (2.5945, -3.3075, 1.2241)
H (1.3657, -3.8747, 0.0249)
H (1.7325, -2.9861, -2.4037)
H (2.5908, -4.6320, -2.0482)
H (4.2919, -2.1640, -2.7417)
H (3.4720, -3.0497, -4.1673)
H (4.6871, -3.9109, -2.9955)
C (3.9902, 4.7028, 5.2858)
N (4.3524, 3.3245, 4.8614)
O (5.3233, 3.1932, 4.1371)
O (3.6471, 2.4182, 5.2687)
H (4.7012, 5.4009, 4.8495)
H (2.9850, 4.9020, 4.9275)
H (4.0353, 4.7344, 6.3715)
C (-3.3533, -8.9380, -3.6470)
N (-2.9154, -7.6734, -3.0011)
O (-1.8635, -7.1830, -3.3777)
O (-3.6404, -7.2172, -2.1401)
H (-2.6122, -9.2247, -4.3904)
H (-3.4306, -9.6916, -2.8703)
H (-4.3140, -8.7515, -4.1136)
C (0.3976, -2.9333, 4.1437)
N (0.7942, -4.3009, 3.7192)
O (1.7711, -4.4043, 3.0005)
O (0.1107, -5.2216, 4.1219)
H (1.0927, -2.2169, 3.7113)
H (-0.6139, -2.7577, 3.7805)
H (0.4375, -2.9026, 5.2311)
C (-2.0093, -6.5418, 2.7740)
N (-3.3449, -6.7389, 2.1525)
O (-4.1577, -5.8409, 2.2750)
O (-3.5285, -7.7865, 1.5651)
H (-1.9899, -5.5715, 3.2594)
H (-1.8639, -7.3390, 3.5002)
H (-1.2670, -6.5913, 1.9795)
C (-4.9566, 5.0261, -0.6486)
N (-4.5339, 5.9941, -1.6930)
O (-5.0561, 5.9006, -2.7858)
O (-3.6917, 6.8145, -1.3771)
H (-5.7063, 4.3613, -1.0706)
H (-4.0735, 4.4680, -0.3424)
H (-5.3700, 5.5977, 0.1805)
C (-6.7520, -11.4960, -1.8634)
N (-6.3762, -10.5316, -2.9294)
O (-6.9114, -10.6567, -4.0133)
O (-5.5539, -9.6802, -2.6386)
H (-7.4870, -12.1901, -2.2632)
H (-5.8475, -12.0219, -1.5628)
H (-7.1696, -10.9243, -1.0367)
C (0.7027, 7.3648, 5.3404)
N (1.2980, 6.9370, 6.6336)
O (0.9546, 7.5331, 7.6295)
O (2.0948, 6.0101, 6.5975)
H (0.0200, 8.1902, 5.5258)
H (1.5188, 7.6773, 4.6909)
H (0.1712, 6.5102, 4.9241)
C (-7.9314, 7.1369, -4.2834)
N (-9.2074, 6.6712, -3.6820)
O (-9.2392, 6.5332, -2.4728)
O (-10.1294, 6.4611, -4.4442)
H (-7.2031, 7.2822, -3.4898)
H (-7.5965, 6.3690, -4.9781)
H (-8.1334, 8.0744, -4.7983)

The value obtained for the energy is -116161.8877 eV. The value obtained for the frontier orbital gap is 8.47 eV. The charge is +1. As for the highest occupied orbital energy: -11.461 eV. The spin multiplicity is 1. For the LUMO energy, the calculation gives -0.1098 Eh.



Entry 2:
ORCA calculation (ωB97M-V/def2-TZVPD) on a structure of composition C37H32BN9O7PbS.

Cartesian coordinates (Å):
Pb (-1.0077, 1.2954, 0.7941)
C (0.1434, -0.1579, 5.3917)
C (-0.6718, 0.4634, 4.4332)
N (-0.1643, 0.3073, 3.2200)
N (0.9681, -0.4109, 3.3592)
C (1.1726, -0.7085, 4.6573)
B (1.7803, -0.8564, 2.1327)
N (2.4072, 0.3597, 1.3889)
C (3.6586, 0.8403, 1.4914)
C (3.7705, 1.9488, 0.6740)
C (2.5040, 2.0711, 0.0913)
N (1.6940, 1.1101, 0.5237)
N (0.8598, -1.6288, 1.1628)
C (0.9027, -2.9552, 0.9448)
C (-0.2228, -3.3234, 0.2413)
C (-0.9352, -2.1297, 0.0820)
N (-0.2755, -1.1190, 0.6338)
H (-0.0054, -0.2120, 6.4555)
H (-1.5968, 1.0031, 4.5538)
H (2.0267, -1.2931, 4.9549)
H (2.6695, -1.5843, 2.4920)
H (4.3764, 0.3536, 2.1304)
H (4.6368, 2.5659, 0.5151)
H (2.1392, 2.7957, -0.6202)
H (1.7302, -3.5347, 1.3173)
H (-0.5019, -4.3064, -0.0943)
H (-1.8871, -1.9681, -0.3990)
O (-0.6357, 6.6566, 1.7004)
C (-0.6979, 5.4879, 1.4929)
O (-1.1757, 4.5438, 0.9567)
C (0.7856, 4.7858, 2.5619)
C (1.7124, 5.7293, 2.9656)
C (2.7555, 5.2084, 3.7152)
C (2.7885, 3.8482, 4.0106)
C (1.7778, 3.0292, 3.5456)
N (0.7807, 3.5409, 2.8036)
H (1.6114, 6.7727, 2.7160)
H (3.5356, 5.8665, 4.0766)
H (3.5891, 3.4264, 4.6013)
H (1.7453, 1.9706, 3.7548)
O (-3.3812, 1.0426, 2.7260)
C (-3.9271, 0.5493, 1.7496)
N (-3.2812, 0.2545, 0.5928)
S (-4.2725, -0.3113, -0.5619)
O (-3.9730, -1.6846, -0.9016)
O (-4.3500, 0.5993, -1.6750)
C (-5.7409, -0.2493, 0.4281)
C (-7.0344, -0.6017, 0.1030)
C (-7.9971, -0.4564, 1.0948)
C (-7.6576, 0.0256, 2.3569)
C (-6.3487, 0.3763, 2.6606)
C (-5.3920, 0.2288, 1.6737)
H (-7.2859, -0.9733, -0.8807)
H (-9.0253, -0.7200, 0.8856)
H (-8.4286, 0.1291, 3.1088)
H (-6.0721, 0.7559, 3.6347)
C (4.6713, -2.6751, -5.1167)
C (4.0863, -2.1987, -3.8126)
C (4.8549, -2.2960, -2.6571)
C (4.3979, -1.8167, -1.4384)
C (3.1313, -1.2814, -1.3542)
C (2.3225, -1.2493, -2.4887)
N (1.0347, -0.7099, -2.3402)
C (-0.0974, -1.2085, -2.8728)
C (-0.2061, -2.5834, -3.2050)
C (-1.4059, -3.0691, -3.6491)
C (-2.5017, -2.2063, -3.8011)
C (-2.3943, -0.8505, -3.5121)
C (-1.2107, -0.3423, -3.0293)
C (-1.0535, 1.1394, -2.7343)
O (-1.2985, 1.9258, -3.6219)
O (-0.6080, 1.3758, -1.5502)
C (2.8007, -1.6471, -3.7485)
C (2.0227, -1.3515, -5.0069)
H (5.6508, -3.1195, -4.9508)
H (4.7979, -1.8580, -5.8287)
H (4.0359, -3.4244, -5.5914)
H (5.8459, -2.7273, -2.7249)
H (5.0278, -1.8629, -0.5607)
H (2.7329, -0.9086, -0.4226)
H (0.8982, 0.1208, -1.7465)
H (0.6391, -3.2334, -3.0261)
H (-1.5212, -4.1245, -3.8534)
H (-3.4513, -2.6042, -4.1319)
H (-3.2373, -0.1844, -3.6301)
H (1.2442, -2.0841, -5.2248)
H (2.6833, -1.3216, -5.8679)
H (1.5313, -0.3803, -4.9255)

The value obtained for the energy is -83392.3402 eV. The value obtained for the frontier orbital gap (alpha / beta) is 6.75 / 5.89 eV. The charge is 0. As for the highest occupied orbital energy (alpha / beta): -8.792 / -8.841 eV. The spin multiplicity is 1. For the LUMO energy (alpha / beta), the calculation gives -0.0750 / -0.1085 Eh.



> The lowest energy belongs to which entry?

C34H77BN11O20S2



> Which of these has the highest energy?

C37H32BN9O7PbS



> Number 2 is which compound?

C37H32BN9O7PbS



> Which value of charge does entry 1 give?

+1